*a*
Here is a 9-piece molecular cluster, H20NO8 overall from OMol25. Energies are from ωB97M-V/def2-TZVPD.

Geometry (Å):
O: -3.08 14.18 -22.56
O: 2.04 16.06 -21.03
O: -0.89 13.10 -24.70
O: -0.91 14.44 -20.52
O: -1.65 11.86 -21.98
O: -2.18 17.54 -21.41
O: 2.27 13.95 -23.53
O: 0.57 18.61 -22.31
N: -0.38 15.77 -23.03
H: 1.27 18.80 -21.62
H: -0.61 14.84 -22.85
H: 2.06 13.59 -22.71
H: -2.05 17.10 -20.59
H: -1.89 12.70 -22.48
H: 0.06 13.04 -24.58
H: -3.82 14.80 -22.69
H: 2.71 16.71 -21.09
H: 0.08 16.14 -22.21
H: -1.22 16.20 -23.34
H: -1.22 13.76 -19.92
H: -1.26 15.22 -20.15
H: 1.47 16.21 -20.24
H: -3.32 13.98 -21.62
H: -0.23 18.77 -21.88
H: -2.34 11.21 -22.14
H: 0.26 15.71 -23.83
H: -3.00 17.96 -21.18
H: -1.16 12.28 -25.11
H: 2.99 13.38 -23.88

## Properties
* E_HOMO: -13.7406 eV
* lowest unoccupied orbital energy: -3.333 eV
* molecular weight: 162.2 g mol⁻¹
* net charge: +1
* spin multiplicity: 1

=====

*b*
Here is a 9-piece molecular cluster, H20NO8 overall from OMol25. Energies are from ωB97M-V/def2-TZVPD.

Geometry (Å):
O: 3.24 7.26 20.05
O: 6.20 4.47 20.99
O: 3.15 1.77 19.94
O: 4.28 3.23 24.51
O: 1.94 7.06 23.27
O: -0.16 7.14 21.70
O: 1.44 4.85 24.91
O: 0.24 4.54 20.65
N: 3.06 4.70 21.90
H: 0.34 7.69 21.09
H: -0.12 5.34 20.93
H: 6.37 4.45 19.98
H: 2.80 7.89 20.59
H: 1.36 4.75 25.88
H: 3.55 4.89 22.66
H: 0.42 7.22 22.49
H: 2.80 7.40 23.51
H: 1.03 4.07 24.37
H: 3.67 2.59 24.83
H: 5.83 3.50 21.11
H: 4.90 2.63 24.06
H: 2.96 0.88 20.26
H: 3.03 7.57 19.08
H: 0.18 4.58 19.75
H: 2.82 3.78 22.00
H: 1.68 6.52 24.00
H: 2.38 2.08 19.60
H: 2.18 5.16 21.81
H: 3.69 4.69 21.17

## Properties
* E_HOMO: -14.3990 eV
* lowest unoccupied orbital energy: -3.171 eV
* molecular weight: 162.2 g mol⁻¹
* net charge: +1
* spin multiplicity: 1

=====

How do the energies compare? Relative to the most stable structure, in eV: *a* 0.000; *b* 0.927.

=====

*a*
Here is a 3-piece molecular cluster, C4H12O2 overall from OMol25. Energies are from ωB97M-V/def2-TZVPD.

Geometry (Å):
O: 2.08 1.05 -3.27
O: 4.10 -5.16 0.57
C: -2.69 2.00 0.15
C: -1.20 1.57 0.36
C: -1.13 0.77 1.59
C: -0.95 -0.57 1.51
H: 1.40 0.48 -3.65
H: -3.17 1.15 -0.38
H: -0.47 1.18 -0.37
H: 4.55 -4.87 -0.24
H: 2.60 1.37 -4.03
H: -1.33 1.13 2.57
H: -2.90 2.86 -0.51
H: -0.91 -1.14 0.71
H: -0.68 2.54 0.34
H: 4.72 -5.36 1.27
H: -0.98 -1.25 2.26
H: -3.05 2.23 1.11

## Properties
* <S²>: 0.75
* E_HOMO (spin up / spin down): 1.2818 / -6.7086 eV
* lowest unoccupied orbital energy (spin up / spin down): 3.175 / 3.131 eV
* molecular weight: 92.1 g mol⁻¹
* net charge: -1
* spin multiplicity: 2

=====

*b*
Here is C4H12O2 as an isolated structure from OMol25. Energies are from ωB97M-V/def2-TZVPD.

Geometry (Å):
O: 2.21 -1.19 -0.92
O: -0.87 0.02 -2.40
C: -0.84 -1.25 0.65
C: 1.39 1.26 0.89
C: -1.47 0.16 0.85
C: 0.06 1.41 0.47
H: -2.06 0.91 0.28
H: 1.69 1.70 1.82
H: 1.54 -0.67 -0.44
H: -1.63 -1.86 0.23
H: -0.43 -1.79 1.51
H: -1.12 0.05 -1.46
H: -0.88 0.97 -2.56
H: 2.23 1.09 0.19
H: -1.55 0.44 1.90
H: -0.12 -1.18 -0.15
H: 2.21 -2.05 -0.50
H: -0.36 1.99 -0.37

## Properties
* <S²>: 0.76
* E_HOMO (spin up / spin down): -0.9680 / -1.7738 eV
* lowest unoccupied orbital energy (spin up / spin down): 4.118 / 4.103 eV
* molecular weight: 92.1 g mol⁻¹
* net charge: -1
* spin multiplicity: 2

=====

How do the energies compare? Relative to the most stable structure, in eV: *a* 0.000; *b* 1.611.

=====

*a*
Here is a 2-piece molecular cluster, H4NO2PS overall from OMol25. Energies are from ωB97M-V/def2-TZVPD.

Geometry (Å):
S: 3.06 0.26 0.43
P: 0.88 -0.18 0.13
O: 1.69 1.18 0.67
O: 3.70 0.65 -0.80
N: -2.55 0.04 -0.51
H: -3.43 -0.26 0.02
H: -1.71 -0.09 0.00
H: -2.44 -0.71 -1.27
H: 0.81 -0.88 1.33

## Properties
* E_HOMO: -9.4936 eV
* lowest unoccupied orbital energy: -0.864 eV
* molecular weight: 113.1 g mol⁻¹
* SMILES string: O=S1#[PH]O1.N
* net charge: 0
* spin multiplicity: 1

=====

*b*
Here is a 3-piece molecular cluster, H4NO2PS overall from OMol25. Energies are from ωB97M-V/def2-TZVPD.

Geometry (Å):
S: -1.99 0.44 -0.24
P: -3.66 1.89 0.50
O: -4.67 2.00 -0.55
O: -2.02 1.97 -0.24
N: -0.86 -0.05 0.96
H: -0.95 0.21 1.97
H: 0.16 0.10 0.70
H: 3.87 0.48 0.01
H: 3.04 0.11 -0.17

## Properties
* E_HOMO: -9.6744 eV
* lowest unoccupied orbital energy: -0.021 eV
* molecular weight: 113.1 g mol⁻¹
* net charge: 0
* spin multiplicity: 1

=====

*c*
Here is a single H4NO2PS molecule from OMol25. Energies are from ωB97M-V/def2-TZVPD.

Geometry (Å):
S: -0.92 2.04 -0.96
P: 0.23 0.09 0.35
O: 0.76 -0.61 -0.92
O: -1.13 -0.75 0.58
N: 1.20 -0.30 1.58
H: 1.54 -1.21 -0.74
H: -0.85 1.47 -2.13
H: 0.77 -0.01 2.49
H: -1.60 -0.72 -0.25

## Properties
* E_HOMO: -9.6476 eV
* lowest unoccupied orbital energy: -1.330 eV
* molecular weight: 113.1 g mol⁻¹
* SMILES string: N=P(O)(O)S
* net charge: 0
* spin multiplicity: 1

=====

How do the energies compare? Relative to the most stable structure, in eV: *a* 1.808; *b* 1.611; *c* 0.000.